Record 1
14
Properties=species:S:1:pos:R:3:forces:R:3 method="wB97M-V/def2-TZVPD" homo_lumo_gap_ev=10.171 total_charge=0 e_above_lowest_kcal_mol=118.6 smiles="C=[N+]([O-])O.CN=C=O"
C -0.735128 -0.680264 -0.909471 -0.3 -0.5 -0.7
N -1.649225 -0.241724 -0.127100 -0.4 -0.2 0.5
O -1.970348 0.914555 0.119444 -0.3 0.9 0.2
O -2.358909 -1.229347 0.561527 0.2 -0.7 -0.1
H -0.202345 0.019673 -1.523177 -0.1 0.3 0.1
H -0.626530 -1.737503 -1.033586 0.0 -0.2 0.1
H -3.001703 -0.784701 1.139298 0.4 0.5 -0.3
C 1.410019 1.447911 0.320635 -0.1 0.5 0.0
N 1.768482 0.087461 0.480271 0.1 -0.2 0.1
C 1.655637 -1.042109 0.133672 0.8 0.9 0.9
O 1.721744 -2.190234 -0.033512 -0.2 -1.3 -0.6
H 1.861729 1.854314 -0.587795 0.0 0.0 0.1
H 0.328266 1.589307 0.279146 0.1 0.0 0.0
H 1.798315 1.992666 1.180643 -0.1 0.1 -0.1

Record 2
15
Properties=species:S:1:pos:R:3:forces:R:3 method="wB97M-V/def2-TZVPD" homo_lumo_gap_ev=7.658 total_charge=-1 e_above_lowest_kcal_mol=47.0 smiles="O=[P@H]([O-])OC1NC=CN1"
O -3.407314 -0.025961 -0.113157 -1.5 -0.2 0.0
P -2.038323 0.127917 0.355261 2.3 -1.8 1.0
O -1.381714 1.454389 0.538743 -0.2 -0.9 0.1
O -1.166423 -0.968173 -0.630513 -2.3 1.0 -0.7
C 0.166593 -0.942962 -0.652055 2.1 0.8 -2.5
N 0.834598 0.202924 -1.287113 2.5 1.7 1.2
C 1.556096 1.029868 -0.284261 -0.4 -0.4 -1.8
C 1.421242 0.382463 0.856978 1.3 1.4 0.1
N 0.698347 -0.739513 0.690818 -0.3 -3.8 -0.6
H -1.564066 -0.987223 1.462068 -1.9 2.1 -0.4
H 0.384577 -1.856529 -1.444082 0.2 1.2 2.6
H 0.531033 0.748115 -2.051836 -1.0 -0.1 -0.8
H 2.156994 1.925784 -0.574018 -0.8 -1.1 0.3
H 1.865756 0.528031 1.815322 0.2 0.5 0.4
H -0.057393 -0.879136 1.317849 -0.2 -0.3 0.9

Record 3
15
Properties=species:S:1:pos:R:3:forces:R:3 method="wB97M-V/def2-TZVPD" homo_lumo_gap_ev=7.916 total_charge=0 e_above_lowest_kcal_mol=115.7
C 1.761285 -1.156382 -1.391398 -2.0 -2.9 -1.1
C 5.060706 0.436689 0.587817 -0.7 -0.8 2.2
C 1.482552 0.009516 -0.933939 -0.4 2.1 0.4
N 1.295012 1.899307 0.461260 -0.3 -0.9 3.1
N 0.231406 -0.326578 1.895551 3.0 0.7 2.7
O 4.755375 0.035629 1.611314 -0.5 -0.9 2.2
O 5.389177 0.885179 -0.384948 1.3 1.7 -4.2
O 1.592086 1.266156 -0.838847 -0.4 -0.3 0.2
S 2.924872 -1.769951 -0.296277 0.8 0.0 0.5
H 1.125676 -1.907454 -2.005759 1.1 1.9 0.5
H 0.564634 2.655949 0.436979 0.7 -1.4 -1.1
H 1.010739 1.099797 1.272816 0.2 1.7 -2.9
H -0.675381 -0.414744 2.202385 -3.0 -0.2 -0.2
H 0.673332 -0.515167 2.845270 0.1 0.2 -1.8
H 0.513002 -1.060924 1.285896 0.1 -0.9 -0.5

Record 4
15
Properties=species:S:1:pos:R:3:forces:R:3 method="wB97M-V/def2-TZVPD" homo_lumo_gap_ev=9.564 total_charge=0 e_above_lowest_kcal_mol=182.1 smiles="O=C(/C=C(/O)NO)NO"
O -0.833533 1.995297 -1.665105 -0.1 -3.8 3.3
C -0.690367 1.013344 -0.857297 2.1 3.0 -3.8
C -0.061134 -0.343583 -1.338446 -3.2 2.3 0.4
C 0.406274 -1.195610 -0.444415 6.4 -1.3 1.7
O 1.597116 -2.050288 -0.786977 -3.8 -0.9 4.1
N 0.415320 -1.000274 0.972248 -0.5 -4.5 -2.4
O 1.349532 -1.790607 1.671109 1.6 2.1 -2.0
N -0.669348 1.204335 0.587195 -2.5 2.3 -1.1
O -1.612157 2.322034 1.079840 2.0 -1.1 -1.7
H -0.230324 -0.627672 -2.370293 0.6 0.4 0.0
H 1.709812 -2.577952 0.220853 -0.1 2.1 -4.0
H 0.327254 -0.122769 1.311189 0.3 3.4 1.3
H 0.780780 -2.245132 2.211857 -1.8 -2.1 2.4
H -1.303822 0.469984 0.750678 -1.0 -1.5 1.5
H -1.441798 3.018716 0.409624 -0.1 -0.3 0.2

Record 5
15
Properties=species:S:1:pos:R:3:forces:R:3 method="wB97M-V/def2-TZVPD" homo_lumo_gap_ev="8.750 / 9.345" total_charge=0 spin_multiplicity=3
C 0.134199 -1.003316 0.024100 3.6 -0.6 0.2
C -1.111738 -1.737856 0.069538 -0.9 0.8 2.5
C 0.934917 1.614439 -0.393051 -0.2 -0.9 -1.2
N 1.133372 0.952338 0.828888 -1.8 0.1 1.5
N 2.985069 -0.276985 0.235876 -1.9 -0.5 2.2
O 1.150298 -1.284336 -0.615839 -2.8 0.1 0.1
O 3.360173 0.263825 -0.710037 3.2 0.5 -2.4
O 3.269024 -1.042376 1.072027 1.7 -1.0 0.3
O 0.143333 -0.031107 0.930217 -0.3 1.0 0.9
H -1.938539 -1.060855 0.318800 0.2 -0.4 0.0
H -1.068565 -2.595017 0.743736 0.1 0.2 0.0
H -1.154145 -2.034905 -0.885332 -1.0 -1.7 -3.6
H 0.926135 2.630978 -0.199746 0.8 2.4 0.4
H 1.862475 1.262411 -0.921996 -1.6 1.1 -0.7
H -0.079900 1.520718 -0.843775 0.8 -0.9 -0.1

Record 6
13
Properties=species:S:1:pos:R:3:forces:R:3 method="wB97M-V/def2-TZVPD" homo_lumo_gap_ev=9.106 total_charge=0 e_above_lowest_kcal_mol=58.0 smiles="NC(=S)CNC=O"
N 0.270522 -1.283872 1.150746 0.8 2.3 1.9
C 0.434012 -1.605652 -0.101545 -1.9 2.6 -2.0
S 0.265731 -2.969309 -0.950862 0.6 -1.2 0.0
C 0.300915 -0.251428 -0.934689 -2.9 0.0 1.0
N 0.093927 0.916648 0.086441 0.4 1.4 -1.4
C -0.827058 1.987252 0.009917 -1.1 0.1 0.1
O -0.743264 3.006279 0.728459 -0.3 -3.2 -2.4
H 0.309282 -0.254545 1.418935 -0.4 -2.3 -0.7
H 0.356462 -1.857417 1.930426 0.0 -1.8 1.0
H -0.626605 -0.390980 -1.675813 1.6 0.6 2.2
H 1.085855 -0.183849 -1.641647 1.3 0.7 -0.2
H 0.865786 1.198441 0.745938 -0.6 -0.3 -1.5
H -1.785565 1.688430 -0.766306 2.5 1.1 2.0

| no. | calculated total energy (Eh) |
| --- | --- |
| 1 | -453.012080 |
| 2 | -794.558719 |
| 3 | -851.149196 |
| 4 | -528.165988 |
| 5 | -528.095176 |
| 6 | -700.796817 |